The following is a quantum chemistry calculation of a 11-piece molecular cluster, C88H184F18N2O14P3 overall, from OMol25.

Structure (XYZ):
```
309
Properties=species:S:1:pos:R:3:forces:R:3
C -2.8984 -7.7602 -1.3841 -0.8322 1.2497 -0.0443
C -2.2109 -6.4462 -1.7857 0.3245 -0.8941 -0.4069
N -1.3336 -6.6703 -3.0736 -1.4150 1.3659 0.6172
C -0.3419 -7.7323 -2.8120 0.0494 0.5372 -0.0473
C -2.2659 -6.9673 -4.2228 1.2772 0.0087 -1.2276
C -1.6710 -6.7189 -5.6414 0.7376 -0.8120 -0.0243
C -0.5640 -5.3439 -3.2924 -1.3880 -0.0291 0.4662
C -1.4685 -4.1077 -3.6715 1.7394 -0.6512 0.0861
O -2.3775 -3.6713 -2.6978 0.0799 0.0529 -0.0092
C -1.7090 -2.9239 -1.6437 0.9726 -0.1347 -1.5588
H -2.4004 -8.3554 -0.6661 1.0087 -0.4094 0.6864
H -3.0721 -8.3706 -2.2525 -0.3032 -0.2842 -0.2639
H -3.8703 -7.5478 -0.9173 0.1728 0.0992 -0.2964
H -1.6326 -5.9484 -0.9961 0.4607 -0.5652 -0.2015
H -2.8904 -5.6791 -2.0970 -0.6163 0.0810 -0.1912
H -0.7821 -8.6607 -2.4899 -0.3879 0.0290 0.6077
H 0.2714 -7.2102 -2.1045 0.7105 -0.7854 0.6314
H 0.2378 -8.0087 -3.6672 0.2970 0.3938 -0.8716
H -3.1407 -6.3401 -4.1564 -0.2547 0.1562 0.3980
H -2.5501 -8.0097 -4.1362 -0.1206 -0.0421 -0.0100
H -1.3766 -5.7071 -5.8460 -0.4624 0.7033 0.0921
H -2.3953 -7.0394 -6.3932 -0.1062 0.1341 0.1808
H -0.7292 -7.2238 -5.9316 -0.4753 -0.4412 0.7225
H 0.1325 -5.6509 -4.0621 0.3793 0.7333 -0.1895
H -0.0542 -5.1053 -2.3482 0.2187 -0.3237 -0.3775
H -1.9663 -4.3166 -4.5878 -0.9714 -0.1196 -0.5335
H -0.7296 -3.3363 -3.9637 -0.1587 -0.0148 0.4277
H -1.5930 -1.8796 -2.0323 0.1288 -0.6730 0.6840
H -0.7499 -3.4206 -1.4158 -0.1919 0.6822 0.0723
H -2.2766 -3.0023 -0.7467 -0.6969 0.1410 0.5766
C 0.0570 -1.3445 1.7401 0.9450 0.4324 -0.9066
C 0.2982 -0.3807 0.5212 1.1175 -0.7103 2.7003
N 1.2492 0.8210 0.8047 0.3364 0.0004 -0.1215
C 1.1175 1.3588 2.2477 0.7563 -1.5651 -0.9289
C 2.7719 0.4842 0.4935 -0.2778 -0.8298 1.4049
C 3.1981 -0.8580 1.1328 -0.1586 0.8117 0.1248
C 0.8260 1.9518 -0.0805 -0.4652 0.3205 -0.4227
C 0.5442 1.7732 -1.5769 3.1785 -0.5276 1.1205
O -0.5729 1.0030 -1.8491 -0.5808 0.0818 -1.3791
C -0.4212 0.5046 -3.1857 -0.6710 -1.7142 -0.0801
H 0.9256 -1.6420 2.3361 0.0797 0.3526 -0.3254
H -0.3005 -2.2826 1.3307 -0.2105 -0.2081 -0.2262
H -0.6619 -0.9288 2.4013 -0.7525 0.4063 0.7092
H -0.6775 -0.0280 0.2469 -0.0651 0.5453 -0.4488
H 0.8014 -0.9276 -0.2394 0.0471 -0.3507 -0.9894
H 1.5687 0.6252 2.9415 -0.1548 0.4266 -0.4630
H 0.0743 1.4763 2.4935 -0.2828 0.2632 -0.1138
H 1.6694 2.2845 2.2332 -0.0042 0.3381 0.3184
H 3.4075 1.2889 0.9234 -0.8068 -0.1608 -0.3783
H 2.9254 0.3973 -0.5825 -0.3452 0.2907 0.0342
H 3.0881 -0.9064 2.2330 -0.5530 -0.0597 -0.5841
H 4.2589 -0.9899 1.0376 0.5082 0.2593 -0.5439
H 2.7618 -1.6783 0.5771 -0.3165 -0.3295 0.3308
H 1.4893 2.7933 0.0555 0.8106 -0.0731 -0.1607
H -0.0540 2.3621 0.3343 -1.4463 0.1738 0.7490
H 1.4801 1.3050 -2.0321 -1.0881 0.6073 0.1338
H 0.4767 2.8107 -1.9061 -0.2563 -0.0004 -0.4531
H 0.3580 -0.2968 -3.1622 -0.1222 0.9118 -0.3733
H -0.2775 1.2412 -4.0008 0.3514 -0.0131 0.7585
H -1.3472 -0.0441 -3.4531 0.1712 0.3428 0.3233
C 4.5866 -7.9271 4.1125 -0.1097 0.4596 -0.6548
C 5.0714 -6.5317 4.5306 0.5094 0.0143 1.1905
C 4.0887 -5.6239 5.3073 0.5595 -0.5035 0.0331
C 2.9538 -5.2350 4.4052 -0.2461 0.0467 -0.9708
P 1.4758 -4.6864 5.2062 -0.7997 0.3918 -0.3718
C 0.1268 -4.6543 3.9404 1.2887 -0.1063 1.5239
C -1.2215 -5.0659 4.4943 -0.8342 -1.6244 -2.4793
C -2.1411 -5.0989 3.2531 0.2998 -0.3303 0.2726
C -1.7185 -6.2078 2.2812 -0.2993 0.2690 -0.1940
C 1.6294 -3.1638 6.1002 -0.5691 0.6124 0.5189
C 1.9322 -1.9005 5.3100 -0.2215 0.4305 0.2344
C 2.5267 -0.8516 6.2579 0.0452 0.3883 -0.5549
C 2.9749 0.4193 5.4555 -0.0596 -0.5419 0.9534
C 1.0791 -5.8557 6.4850 -0.0778 -1.2404 0.6357
C 0.9117 -7.3538 6.0242 0.3276 1.5724 1.3771
C 0.0160 -8.1242 6.9676 0.0927 -1.6470 0.0663
C -1.4050 -7.6310 7.1140 0.0594 0.2122 -0.2992
H 3.7521 -8.2358 4.7265 -0.3591 -0.2611 0.2680
H 5.3833 -8.6704 4.2425 -0.1742 0.2087 -0.1699
H 4.2397 -7.9520 3.0568 0.1967 -0.0673 0.5615
H 5.5094 -5.9638 3.7236 -0.1396 0.0631 -0.4436
H 5.9589 -6.6296 5.1653 -0.2750 -0.1116 -0.0622
H 4.6259 -4.7280 5.6750 -0.2028 -0.4625 -0.2416
H 3.6651 -6.1633 6.1681 0.3500 -0.0037 -0.0174
H 2.5394 -6.1082 3.8837 0.3545 -0.1561 -0.0490
H 3.3004 -4.5650 3.5958 -0.3430 -0.0703 0.4057
H 0.4588 -5.2500 3.0905 -0.0172 -0.0542 0.1176
H 0.1275 -3.6207 3.6282 -0.3418 0.4346 -0.2098
H -1.6284 -4.4024 5.1995 -0.1017 0.8621 1.1552
H -1.3040 -6.1281 4.7702 0.7020 0.4737 0.5971
H -1.9898 -4.1686 2.7314 -0.5354 0.6490 -0.2050
H -3.1853 -5.2492 3.5408 0.0704 0.3053 0.0920
H -2.6392 -6.5186 1.7597 0.4604 -0.3012 -0.0834
H -1.2695 -7.0637 2.8300 -0.2418 0.3185 -0.5175
H -1.0198 -5.7636 1.5492 -0.1376 -0.5932 0.2221
H 2.2910 -3.2631 6.9669 0.3103 -0.3821 -0.3119
H 0.6281 -2.9742 6.5410 0.1226 -0.2425 -0.2429
H 0.9387 -1.5906 4.9477 0.3251 0.3025 -0.1052
H 2.6114 -1.9797 4.4591 0.0969 -0.5362 -0.0587
H 3.4052 -1.2841 6.7953 -0.4704 0.3144 -0.5274
H 1.7681 -0.6448 7.0281 0.2151 0.2858 -0.1925
H 2.1389 1.0339 5.0589 0.4063 -0.5382 0.2092
H 3.6717 0.1066 4.6634 -0.3353 0.1365 0.0017
H 3.5612 1.0400 6.1353 -0.0756 0.2494 -0.1207
H 0.1714 -5.5591 6.9900 -0.5675 0.4718 -0.3296
H 1.8017 -5.6968 7.2938 0.3010 -0.4007 -0.2533
H 1.8935 -7.8278 6.0547 -0.0805 0.0082 -0.7438
H 0.4226 -7.2861 5.0641 0.3186 -0.5419 -0.6070
H 0.4676 -8.2701 7.9544 0.1063 0.6332 0.1193
H 0.0246 -9.1794 6.6450 -0.2335 0.2519 -0.3809
H -2.0118 -8.3521 7.6347 -0.2753 -0.3362 0.1797
H -1.8974 -7.3699 6.1670 0.2214 -0.2582 0.2466
H -1.3848 -6.7443 7.7181 -0.3109 0.6151 0.2963
C 3.6694 8.7648 -1.7652 0.5532 0.9715 0.3629
C 2.3270 9.1319 -1.1220 -0.3419 0.8421 0.6312
C 1.1703 9.5320 -2.1258 1.7016 -1.3920 0.9064
C 0.6057 8.2632 -2.7627 -0.3945 1.8986 -1.4849
P -0.2826 7.1679 -1.7719 -2.0548 -0.3934 1.0328
C -1.2834 6.0961 -2.8487 1.9703 -0.1231 0.7571
C -0.3198 5.2733 -3.7814 -2.1204 0.6259 -0.9465
C -0.9185 5.3093 -5.2286 1.1582 -0.3202 0.5069
C -2.2161 4.5923 -5.4181 -0.7525 -0.3689 -0.5411
C 0.6814 6.0480 -0.7636 -0.3763 -0.7809 -0.2122
C 1.9478 5.4539 -1.4190 -1.0592 0.1786 -0.7636
C 3.0110 5.0919 -0.4242 0.2794 0.9740 0.3470
C 4.1879 4.4128 -1.0725 0.6187 -0.5625 -0.9773
C -1.4056 8.2938 -0.7811 0.6960 -0.6574 -0.1792
C -2.3422 7.6686 0.2548 -0.9291 -0.0322 -1.1612
C -3.3168 8.6957 0.8891 0.5413 0.5180 -0.1413
C -3.9538 8.1650 2.1525 -0.4988 -0.4707 0.8583
H 4.3073 8.2216 -1.0439 -0.3898 0.0092 -0.3801
H 4.2328 9.6946 -1.9671 -0.2305 -0.3919 -0.2376
H 3.5912 8.2063 -2.6922 -0.0341 -0.1887 -0.0642
H 2.4858 10.0100 -0.4367 -0.0959 -0.8748 -0.4548
H 2.0759 8.2696 -0.4829 -0.4623 0.4578 -0.1163
H 1.6854 10.0758 -2.9043 -0.2309 0.5102 -0.3021
H 0.3853 10.1346 -1.6587 0.3144 -0.0509 -0.1341
H 1.2991 7.7417 -3.3903 0.7709 -0.3422 -0.2062
H -0.1736 8.5741 -3.4827 0.1134 -0.0396 0.0156
H -2.0731 6.5783 -3.4009 -0.2544 0.3720 0.0488
H -1.6435 5.4637 -2.0526 -0.9150 -0.5430 0.0952
H -0.3268 4.2521 -3.3957 0.4218 -0.0126 -0.2363
H 0.6737 5.6839 -3.8950 0.1319 -0.1693 0.3878
H -0.1649 4.8237 -5.8437 0.1928 0.3575 -0.3501
H -1.0835 6.3434 -5.5383 0.5715 0.0826 -0.0883
H -2.3727 4.2791 -6.4869 0.0694 0.3581 1.0288
H -3.0445 5.2231 -5.0974 -0.3081 -0.0589 -0.1124
H -2.2357 3.7171 -4.7834 -0.1123 -0.5966 0.0720
H -0.0634 5.2753 -0.4519 0.5044 0.3676 0.1075
H 0.9690 6.6016 0.1125 0.0547 0.1917 0.5921
H 2.4195 6.2055 -2.0510 -0.0023 0.1386 -0.1789
H 1.6805 4.6799 -2.1431 0.0765 -0.2876 0.3587
H 2.6930 4.5218 0.4709 -0.1739 0.4928 -0.3836
H 3.3461 6.1065 -0.1305 -0.0608 -0.5330 0.7049
H 5.1071 4.8487 -0.6649 0.0200 -0.4597 -0.1342
H 4.2410 4.5044 -2.1991 -0.2512 0.0645 1.2278
H 4.1420 3.3386 -0.8466 0.3624 0.1679 -0.2183
H -1.9124 8.8187 -1.5786 -0.5054 0.2541 -0.2961
H -0.7699 9.0482 -0.3097 0.1030 -0.1570 0.0836
H -1.7039 7.1634 0.9537 0.0514 -0.1385 0.6972
H -2.9699 6.8676 -0.2233 0.7485 0.5614 0.5376
H -4.0971 8.8968 0.1462 0.0296 0.0401 0.0391
H -2.8424 9.6828 1.0910 -0.0069 -0.5977 -0.1485
H -4.7515 8.7719 2.6188 0.1826 -0.0276 -0.7156
H -3.2649 8.0207 2.9835 0.5094 0.0478 -0.1641
H -4.3511 7.1646 1.9662 -0.2241 0.0288 -0.0246
C -5.2007 -0.1919 2.2718 -0.2098 -0.0645 -0.3421
C -4.4950 0.2322 0.9650 -0.1302 0.5410 0.7539
C -4.6008 -0.8312 -0.1361 0.2056 0.3652 1.3605
C -4.0470 -0.3659 -1.4669 -1.1320 1.1137 0.4990
P -5.2158 0.6393 -2.4360 0.3266 1.9604 -0.3637
C -6.8785 0.7791 -1.6304 0.6760 -0.2964 0.3088
C -7.7173 -0.4227 -1.9211 -0.2437 -0.8868 -0.5501
C -9.0726 -0.4903 -1.2557 -1.3539 0.2322 -0.8173
C -9.0876 -1.0676 0.1184 1.3165 -0.2052 0.9169
C -4.6217 2.3885 -2.7231 0.6087 -0.4144 0.3475
C -4.9396 3.3943 -1.5975 -0.0459 -0.4442 0.3575
C -4.7951 4.8159 -2.1112 -1.3852 1.2180 0.1542
C -5.3599 5.9136 -1.1704 0.5862 -0.7585 0.6066
C -5.3236 -0.0422 -4.1305 0.2915 0.1571 -0.3440
C -4.0973 0.3501 -5.0127 -1.0276 0.6488 -0.0445
C -3.8824 -0.6429 -6.1747 -1.9347 -0.2867 0.9475
C -3.3715 -1.9980 -5.7247 1.1691 -0.1890 0.2715
H -6.2729 -0.3738 2.0490 0.4070 0.2613 0.3716
H -5.0672 0.5362 3.0757 -0.3022 0.2514 -0.3244
H -4.8232 -1.1010 2.7293 0.2615 -0.3953 -0.3210
H -3.4599 0.5248 1.1862 -0.0507 -0.3578 -0.2094
H -4.9468 1.1878 0.6640 -0.0572 -0.0868 -0.1899
H -5.6500 -1.1831 -0.1040 0.6504 -0.2379 -0.4601
H -3.8960 -1.5986 0.1731 -0.4260 -0.6345 0.1255
H -3.7998 -1.1698 -2.0910 0.3661 -1.4068 -0.9858
H -3.1242 0.1611 -1.2531 0.1799 0.5335 -0.2611
H -7.4193 1.6570 -1.9222 0.0725 0.7447 -0.5811
H -6.7533 0.8864 -0.5604 0.4238 0.0354 0.3417
H -7.1434 -1.3172 -1.6356 -0.2479 -0.0799 -0.4330
H -7.9363 -0.4139 -2.9888 0.3691 -0.3948 -0.1943
H -9.7271 -1.1437 -1.8775 0.4719 0.3036 0.2366
H -9.5887 0.4763 -1.3109 0.2556 0.1248 0.1197
H -8.4261 -0.5450 0.8444 -0.1876 -0.2102 -0.5273
H -8.7054 -2.0955 0.0005 -0.3216 0.1837 0.5592
H -10.0608 -1.0467 0.5765 -0.4755 -0.2751 0.0132
H -5.2035 2.7299 -3.5710 -0.1628 -0.1134 -0.5094
H -3.5351 2.4018 -3.0524 -1.1885 -0.1462 0.5890
H -4.2856 3.3004 -0.7368 0.4451 -0.1754 0.0965
H -5.9471 3.1535 -1.1942 0.3086 0.5876 -0.4010
H -5.3873 4.9906 -3.0136 0.0290 -0.5045 -0.3824
H -3.7852 5.0534 -2.3931 0.5979 -0.2098 0.1539
H -5.0907 6.9248 -1.5101 -0.2563 -0.3405 0.0721
H -5.0342 5.7798 -0.1345 0.5360 0.0843 -0.1498
H -6.4287 5.7853 -1.0696 -0.5096 0.2770 -0.4225
H -6.2344 0.3186 -4.6340 0.1454 -0.1924 0.3473
H -5.3308 -1.1303 -4.1086 -0.3821 -0.0956 0.3202
H -3.2254 0.5098 -4.3980 0.6614 -0.6302 0.1923
H -4.2486 1.3831 -5.3759 -0.1947 -0.5010 -0.2351
H -3.2088 -0.1706 -6.8114 1.4676 0.5478 -1.2504
H -4.8048 -0.7564 -6.7936 0.3317 0.1819 0.6472
H -3.2293 -2.7182 -6.5606 -0.3480 0.4195 0.6264
H -3.8622 -2.4525 -4.8553 -0.5949 -0.0666 -0.5247
H -2.3850 -1.8299 -5.2829 0.3142 -0.0313 -0.2833
C 3.8443 5.3881 -6.4685 0.8144 -1.7045 -0.3598
O 4.3916 4.5926 -5.2955 -0.5072 1.8339 -0.0758
O 3.0385 4.6313 -7.1058 -1.0464 0.4943 -0.5424
C 3.3315 6.5708 -5.7679 -2.9254 3.0022 2.4115
F 4.0727 7.3299 -4.9072 1.9389 -0.2144 -0.6647
F 2.8087 7.5179 -6.6038 0.2320 -0.4632 -0.4492
F 2.3124 6.3182 -4.8963 -1.3405 -1.0451 -0.0598
C 5.7421 4.3800 -5.3017 1.4164 -1.4552 0.1248
C 6.0881 3.5207 -4.0588 0.4623 0.1010 -0.7961
H 5.2469 2.8074 -3.9435 0.8744 0.1879 0.1462
H 7.0855 3.0135 -4.2186 -1.1919 0.2559 0.2722
H 6.1927 4.1903 -3.1806 -0.1845 -0.4684 -0.3511
H 6.4026 5.2428 -5.2759 -0.1837 0.8424 0.0101
H 5.9898 3.8741 -6.2494 0.2534 -0.3011 0.2011
H 4.5559 5.9606 -7.1240 1.2849 -0.8922 0.1632
C 1.3445 -4.4316 0.0301 1.9321 -0.0385 -0.1176
O 1.5634 -4.2494 -1.4454 1.2741 0.2059 0.1233
O 0.1554 -4.1268 0.3748 -0.6950 -0.2591 0.2225
C 1.7570 -5.9553 0.2845 -0.8298 0.6018 1.1311
F 1.9252 -6.2931 1.6786 -0.3119 0.5328 -2.7838
F 0.7167 -6.7427 -0.1693 1.2014 -0.1148 0.4700
F 2.8953 -6.2724 -0.3413 -0.5924 -0.5955 0.4954
C 2.9136 -3.7785 -1.8673 -0.7940 0.3315 -0.3198
C 3.1808 -4.3536 -3.2302 -0.7350 -1.3182 -0.0856
H 4.0076 -3.9786 -3.8019 0.4602 0.8305 0.0667
H 3.3860 -5.4205 -3.1399 -0.2514 -0.2748 -0.0440
H 2.2587 -4.2202 -3.8073 0.1710 -0.0408 -0.2096
H 3.6846 -4.1002 -1.1611 -0.2440 0.3287 0.0622
H 2.9061 -2.6870 -2.0467 -0.1264 -0.3699 0.9254
H 2.2212 -3.8782 0.4825 -0.4735 -0.0010 0.0862
C -2.1475 4.7102 1.5325 0.3549 -0.0510 1.2306
O -0.7160 4.6183 1.8344 0.7865 0.0889 -0.2184
O -2.3948 4.6127 0.2860 -0.4912 -0.1247 -1.1438
C -2.6774 3.5841 2.4360 0.3829 -0.1370 -0.2136
F -2.1684 2.3729 2.1628 0.1480 -0.5791 -0.4245
F -2.3095 3.8048 3.7305 -1.0503 0.0454 -0.1583
F -4.0130 3.4602 2.2952 -0.0791 0.0720 0.7433
C -0.2161 5.5632 2.7295 0.3789 1.2284 -0.2401
C 0.8332 4.9623 3.6046 1.0459 -0.3457 0.0559
H 1.7105 4.6685 3.0031 -0.1378 0.2357 0.1936
H 1.1568 5.6621 4.3861 -0.0155 -0.1485 -0.2038
H 0.4870 4.0486 4.0705 -0.2839 -0.0973 0.2199
H -1.0127 5.9695 3.3642 0.0200 0.0484 -0.1208
H 0.2662 6.4406 2.1780 -0.6447 -0.7169 0.4462
H -2.4681 5.6134 2.1261 -0.2357 0.0897 -0.5654
C 4.6566 -0.9213 -4.4047 1.6475 2.6603 0.9794
O 4.4085 0.3358 -5.1581 0.5141 -0.0648 0.1129
O 5.7978 -1.3855 -4.5512 1.4660 -1.4171 -0.6265
C 4.4557 -0.3282 -2.9665 -1.9093 0.2765 3.6405
F 4.7740 0.9571 -2.6354 -0.3991 -1.2592 -0.7084
F 3.0023 -0.4625 -2.7148 0.6377 0.9742 -0.2797
F 4.8670 -1.0333 -1.8217 0.4048 0.3014 -1.7225
C 3.3441 0.5711 -6.0078 -0.1468 0.3248 -1.2084
C 3.9280 1.1289 -7.3458 -1.6324 1.3709 0.3867
H 3.2678 1.9164 -7.7883 0.0226 -0.7944 0.2209
H 4.7634 1.7438 -7.0850 0.8861 0.0260 0.1904
H 4.1826 0.4117 -8.1117 0.1548 -0.4582 0.0775
H 2.7179 1.3541 -5.5235 -0.0986 -0.3873 -0.5286
H 2.7276 -0.3282 -6.2661 0.2682 0.2949 0.5753
H 3.7788 -1.4730 -4.4861 -2.1733 -1.8439 -0.8159
C -2.0711 -1.4122 5.5656 0.6479 -1.2333 1.9705
O -1.5430 -0.3033 6.4022 -0.2877 1.0009 -1.9378
O -1.3219 -2.4948 5.7650 -1.0540 1.0563 -0.9871
C -3.5275 -1.5466 6.1006 1.0063 1.2934 -0.5827
F -4.2382 -2.4379 5.4185 -0.5549 -0.7037 -0.5604
F -3.5992 -1.8417 7.3682 -0.0204 -0.6976 1.4132
F -4.1844 -0.3491 5.9769 -0.2459 0.0332 -0.3805
C -1.3143 0.8077 5.5489 1.5856 1.1573 0.9899
C -0.5945 1.9746 6.3221 -2.4769 -0.7172 -1.0169
H -1.3940 2.4887 6.8940 0.7304 0.1720 -0.3174
H 0.1665 1.6618 6.9957 0.7372 -0.4451 0.3203
H -0.2135 2.5408 5.4742 0.1941 0.7530 0.5244
H -2.1848 1.2655 5.0511 -0.2823 -0.4299 0.4347
H -0.6211 0.6117 4.7013 -0.1761 -0.8023 0.2608
H -2.2270 -0.9893 4.5475 0.3961 -0.2821 -0.2135
C 7.6170 -4.1814 4.7195 -0.3979 1.2006 0.8450
O 6.3169 -3.3619 4.3351 0.6850 -0.1461 -1.5947
O 7.5947 -5.4265 4.4532 0.5529 1.2197 0.0720
C 8.9315 -3.4225 4.1196 -0.8070 -1.0362 1.3736
F 9.0193 -2.0737 4.0838 -0.6231 0.1377 -0.1743
F 9.9896 -3.7662 4.9145 -0.0393 -0.2543 -0.1079
F 9.1704 -3.8899 2.9119 0.5538 0.0803 -1.0641
C 6.0889 -3.2759 2.9324 -0.0075 -0.3264 -0.3619
C 6.1895 -1.8040 2.4404 0.2507 -0.3382 0.7589
H 7.1010 -1.3690 2.8636 0.0086 -0.1808 -0.2873
H 6.2203 -1.7322 1.3587 0.0918 -0.0570 -0.2703
H 5.3904 -1.1425 2.8018 -0.0541 -0.4371 0.1136
H 5.0822 -3.7075 2.7353 0.2128 0.3754 -0.1352
H 6.7845 -3.9450 2.3183 -0.6191 0.8779 0.9633
H 7.4925 -3.7558 5.7583 0.7953 -0.8369 0.0469
```
Forces are in eV/Å.

Calculated values
total charge = -1
highest occupied orbital energy = -4.7 eV
frontier orbital gap = 5.16 eV
energy = -7447.499831 hartree